No. 1
The following is a DFT calculation (the ωB97M-V functional and the def2-TZVPD basis) of 2 unconnected molecules or ions with the total composition C17H29F3NO2 at a distorted geometry.

The geometry in XYZ format:
```
52
Properties=species:S:1:pos:R:3:lowdin_spin:R:1
C 1.984 2.618 1.600 -0.0019
C 1.755 1.112 0.908 -0.0249
C 1.684 0.062 2.188 -0.0214
C 3.092 0.762 0.026 0.0016
C 2.796 0.173 -1.459 0.0009
C 2.647 1.210 -2.683 0.0161
C 2.737 2.794 -2.401 0.0572
C 1.401 3.535 -3.085 0.7327
F 0.784 3.115 -4.369 0.1468
C 0.802 4.688 -2.301 0.7467
F 1.334 6.049 -2.544 0.1303
F -0.247 4.505 -1.269 0.1245
C 1.448 -0.764 -1.367 0.0010
C 0.156 -0.028 -0.677 -0.0232
C -0.811 0.474 -1.947 -0.0037
C -0.715 -1.166 0.119 -0.0148
N 0.470 1.217 0.119 -0.3319
O -0.568 1.644 0.859 -0.5643
H 1.336 2.577 2.603 0.0004
H 1.548 3.474 0.900 0.0004
H 3.119 2.772 1.867 0.0003
H 2.654 0.192 2.841 -0.0017
H 0.711 0.160 2.831 -0.0032
H 1.729 -1.016 1.721 -0.0001
H 3.692 -0.074 0.626 0.0003
H 3.790 1.717 0.023 0.0002
H 3.691 -0.573 -1.721 0.0004
H 3.479 0.937 -3.494 0.0008
H 1.613 0.977 -3.234 0.0002
H 3.660 3.229 -3.021 0.0245
H 2.762 3.161 -1.298 0.0042
H 1.224 -1.153 -2.458 0.0002
H 1.722 -1.685 -0.663 0.0003
H -1.889 0.594 -1.500 -0.0001
H -0.455 1.515 -2.375 0.0042
H -0.847 -0.338 -2.795 0.0003
H -1.221 -1.859 -0.711 -0.0004
H -1.591 -0.756 0.777 -0.0023
H 0.006 -1.902 0.721 -0.0001
C -4.624 -3.210 2.859 0.0000
C -4.682 -3.996 1.575 0.0000
C -3.559 -3.376 0.773 -0.0001
O -2.571 -2.933 1.713 -0.0004
C -3.136 -2.992 3.030 0.0000
H -5.080 -3.723 3.710 0.0000
H -5.130 -2.246 2.728 0.0000
H -4.460 -5.051 1.776 0.0000
H -5.649 -3.941 1.069 0.0000
H -3.906 -2.499 0.215 0.0000
H -3.108 -4.081 0.069 0.0000
H -2.670 -3.833 3.556 0.0000
H -2.906 -2.071 3.572 0.0000
```

Its HOMO energy (alpha / beta) is -9.156 / -8.815 eV. The max |F| comes out at 4.94 eV/A. The calculation puts the total energy at -1169.52993 Eh. The calculation puts the HOMO-LUMO gap (alpha / beta) at 9.0 / 8.3 eV. The value obtained for the molar mass is 336.418 g/mol. The spin multiplicity is 2.

---

No. 2
The following is a DFT calculation (the ωB97M-V functional and the def2-TZVPD basis) of a molecular structure, C62H53Cl4IO4P2PbSi.

The geometry in XYZ format:
```
128
Properties=species:S:1:pos:R:3:lowdin_charge:R:1
Pb -1.103 -0.184 0.865 1.4059
C 3.795 4.313 -5.545 -0.0354
C 4.092 3.113 -4.630 -0.4337
C 5.553 2.670 -4.837 -0.0256
C 3.183 1.938 -4.970 -0.1192
C 3.095 1.465 -6.279 -0.0675
C 2.403 0.299 -6.560 -0.1025
C 1.872 -0.451 -5.515 -0.1191
C 1.938 -0.044 -4.186 -0.1656
P 1.638 -1.463 -2.479 0.9416
C -0.151 -1.310 -2.910 -0.3766
C -0.978 -2.252 -3.513 -0.0882
C -2.337 -2.005 -3.684 -0.0999
C -2.900 -0.822 -3.233 -0.1029
C -2.088 0.130 -2.628 -0.1058
C -0.731 -0.109 -2.485 -0.1834
C 2.605 -2.628 -3.555 -0.3959
C 3.914 -2.235 -3.845 -0.1128
C 4.771 -3.045 -4.570 -0.0953
C 4.330 -4.275 -5.046 -0.1178
C 3.036 -4.682 -4.769 -0.1027
C 2.190 -3.870 -4.021 -0.1071
C 2.519 1.203 -3.991 -0.1961
O 2.427 1.688 -2.687 -0.0054
C 3.011 2.849 -2.343 -0.2033
C 2.714 3.329 -1.057 -0.2666
C 3.474 4.370 -0.543 -0.1113
C 4.433 5.001 -1.322 -0.0906
C 4.599 4.602 -2.639 -0.0433
C 3.897 3.530 -3.180 -0.0959
P 1.248 2.637 -0.192 1.1324
C 0.242 4.152 0.092 -0.3550
C 0.549 5.447 -0.320 -0.0901
C -0.321 6.497 -0.051 -0.0995
C -1.503 6.273 0.639 -0.0993
C -1.830 4.984 1.040 -0.0614
C -0.971 3.937 0.750 -0.0880
C 1.952 2.321 1.471 -0.3750
C 1.882 3.194 2.551 -0.1002
C 2.412 2.830 3.781 -0.1135
C 3.013 1.591 3.946 -0.0960
C 3.081 0.710 2.875 -0.0813
C 2.548 1.072 1.648 -0.1090
H 3.965 4.056 -6.591 0.0692
H 4.441 5.159 -5.303 0.0706
H 2.757 4.627 -5.432 0.0959
H 5.712 2.362 -5.872 0.0786
H 5.786 1.823 -4.191 0.0945
H 6.245 3.484 -4.605 0.0735
H 3.591 2.000 -7.081 0.0946
H 2.329 -0.053 -7.584 0.0863
H 1.426 -1.417 -5.747 0.0958
H -0.579 -3.198 -3.848 0.0811
H -2.961 -2.756 -4.155 0.0914
H -3.964 -0.646 -3.340 0.0940
H -2.512 1.055 -2.255 0.1045
H -0.092 0.645 -2.033 0.0456
H 4.254 -1.268 -3.492 0.1039
H 5.785 -2.717 -4.766 0.0926
H 4.995 -4.911 -5.619 0.0867
H 2.683 -5.645 -5.120 0.0912
H 1.205 -4.239 -3.776 0.0766
H 3.283 4.710 0.469 0.1068
H 5.019 5.817 -0.919 0.0935
H 5.316 5.125 -3.261 0.1029
H 1.466 5.643 -0.860 0.0871
H -0.067 7.498 -0.382 0.0926
H -2.173 7.097 0.855 0.0939
H -2.751 4.785 1.576 0.1063
H -1.234 2.935 1.060 0.0709
H 1.381 4.149 2.444 0.1036
H 2.330 3.509 4.621 0.0919
H 3.407 1.302 4.913 0.0939
H 3.527 -0.269 3.001 0.1007
H 2.579 0.374 0.816 0.0960
Cl -6.220 3.425 4.104 0.6073
C -4.660 2.804 3.668 -0.7382
C -3.547 3.113 4.427 -0.7377
Cl -3.691 4.137 5.821 0.6097
C -2.307 2.559 4.089 -0.6192
Cl -0.899 2.906 5.040 0.6944
C -2.155 1.692 3.011 -0.4458
O -1.005 1.155 2.685 -0.3021
C -3.300 1.412 2.192 -0.4318
O -3.155 0.650 1.139 -0.2739
C -4.527 1.961 2.557 -0.6256
Cl -5.907 1.543 1.595 0.6662
I 2.740 -3.623 0.021 0.5792
C 1.114 -2.989 -1.250 -0.8249
H 0.391 -2.624 -0.519 -0.0681
H 0.707 -3.912 -1.666 -0.0283
C -5.122 -4.393 2.899 -0.0976
C -4.241 -3.667 1.881 -0.5996
C -3.727 -4.687 0.854 -0.1024
C -5.055 -2.607 1.128 -0.0895
Si -2.696 -2.855 2.639 0.4430
O -1.897 -2.123 1.456 -0.5083
C -3.084 -1.699 4.084 -0.1984
C -2.003 -1.326 4.890 -0.0930
C -2.152 -0.436 5.943 -0.0953
C -3.398 0.110 6.218 -0.1015
C -4.487 -0.245 5.436 -0.0900
C -4.328 -1.141 4.386 -0.0875
C -1.604 -4.207 3.391 -0.2151
C -1.876 -4.806 4.623 -0.1044
C -1.054 -5.796 5.144 -0.1091
C 0.069 -6.207 4.436 -0.1148
C 0.359 -5.625 3.211 -0.0946
C -0.471 -4.636 2.696 -0.0850
H -6.004 -4.817 2.400 0.0746
H -5.479 -3.727 3.689 0.0650
H -4.584 -5.218 3.373 0.0680
H -4.573 -5.146 0.326 0.0764
H -3.155 -5.487 1.333 0.0726
H -3.080 -4.211 0.115 0.0769
H -5.882 -3.089 0.588 0.0773
H -4.433 -2.081 0.403 0.0756
H -5.486 -1.852 1.787 0.0551
H -1.015 -1.725 4.680 0.1102
H -1.288 -0.141 6.527 0.0962
H -3.513 0.832 7.017 0.0977
H -5.458 0.198 5.625 0.1010
H -5.193 -1.384 3.781 0.0830
H -2.736 -4.477 5.199 0.1012
H -1.283 -6.242 6.105 0.0891
H 0.716 -6.976 4.842 0.0883
H 1.232 -5.939 2.650 0.0862
H -0.247 -4.193 1.732 0.0788
```

Its HOMO energy is -2.248 eV. The max |F| comes out at 0.28 eV/A. The calculation puts the total energy at -5999.08766 Eh. The calculation puts the HOMO-LUMO gap at 6.0 eV. The value obtained for the molar mass is 1428.052 g/mol. As for the total charge: -2.

---

No. 3
The following is a DFT calculation (the ωB97M-V functional and the def2-TZVPD basis) of a molecular structure, C27H28IrN4O3S3.

The geometry in XYZ format:
```
66
Properties=species:S:1:pos:R:3:nbo_charge:R:1
Ir -0.138 0.398 -0.256 1.1968
N 0.434 0.706 1.739 -0.7683
C 1.903 0.937 1.716 -0.2360
C 2.614 -0.066 0.793 -0.2393
N 1.786 -0.326 -0.420 -0.6144
C 2.311 -0.288 -1.816 -0.2408
C 1.253 0.333 -2.750 -0.2338
N -0.125 -0.010 -2.306 -0.7461
H -0.036 1.456 2.238 0.4097
H 0.208 -0.154 2.244 0.4420
H 2.315 0.889 2.726 0.2232
H 2.054 1.946 1.344 0.2155
H 2.752 -1.015 1.310 0.2236
H 3.605 0.306 0.527 0.2238
H 1.404 -1.285 -0.300 0.4654
H 2.552 -1.307 -2.122 0.2230
H 3.232 0.293 -1.878 0.2218
H 1.425 0.033 -3.785 0.2225
H 1.318 1.418 -2.702 0.2147
H -0.297 -1.019 -2.310 0.4221
H -0.825 0.420 -2.905 0.4136
O -3.673 2.350 -0.332 -0.5775
C -2.528 1.977 -0.253 0.7382
O -2.120 0.766 -0.050 -0.6946
C -1.396 2.984 -0.397 0.1361
C -1.719 4.348 -0.404 -0.2233
C -0.718 5.260 -0.519 -0.0966
C 0.612 4.808 -0.663 -0.1055
C 1.682 5.721 -0.822 -0.1496
C 2.960 5.278 -0.997 -0.1984
C 3.214 3.893 -1.024 -0.1737
C 2.201 2.991 -0.863 -0.2685
C 0.870 3.418 -0.665 0.2254
N -0.161 2.508 -0.503 -0.4618
H -2.763 4.610 -0.316 0.2720
H -0.921 6.324 -0.518 0.2357
H 1.461 6.780 -0.810 0.2300
H 3.772 5.980 -1.123 0.2363
H 4.227 3.541 -1.176 0.2276
H 2.406 1.936 -0.885 0.2121
O -0.288 -1.639 -0.233 -0.8347
C -1.109 -2.449 0.583 0.1547
C -0.853 -2.102 2.042 -0.2472
C 0.323 -2.375 2.694 -0.2855
C 0.362 -1.875 4.020 -0.2756
C -0.794 -1.227 4.351 -0.4411
S -1.923 -1.241 3.072 0.5258
C -2.563 -2.317 0.149 -0.2314
C -2.990 -1.873 -1.064 -0.2232
C -4.394 -1.984 -1.244 -0.2361
C -5.008 -2.534 -0.164 -0.4098
S -3.888 -2.915 1.069 0.4651
C -0.681 -3.891 0.312 -0.2133
C -0.214 -4.381 -0.871 -0.2473
C 0.005 -5.786 -0.841 -0.2529
C -0.310 -6.331 0.365 -0.4127
S -0.858 -5.146 1.469 0.4726
H 1.117 -2.949 2.234 0.2407
H 1.191 -2.007 4.700 0.2383
H -1.055 -0.776 5.295 0.2532
H -2.324 -1.472 -1.811 0.1917
H -4.920 -1.659 -2.129 0.2279
H -6.057 -2.726 -0.015 0.2469
H -0.051 -3.762 -1.740 0.2151
H 0.372 -6.361 -1.678 0.2296
H -0.242 -7.362 0.669 0.2467
```

Its HOMO energy is -10.311 eV. The max |F| comes out at 0.47 eV/A. The calculation puts the total energy at -2789.18024 Eh. The calculation puts the HOMO-LUMO gap at 6.9 eV. The value obtained for the molar mass is 744.964 g/mol. As for the total charge: +1.

---

Among the records above, which one has the lowest max |F|? C62H53Cl4IO4P2PbSi